1:
C4H12 | ωB97M-V/def2-TZVPD

```
16
Properties=species:S:1:pos:R:3
H 1.472 -0.454 0.241
H 1.259 -2.153 -0.202
C -1.288 1.351 1.879
H -2.109 1.960 2.244
H 2.870 -1.247 -1.663
H 1.516 -1.458 -2.747
H -0.081 -1.078 -0.629
H -1.867 1.581 -0.264
C 1.046 -1.094 -0.566
C 1.839 -0.991 -1.855
H -1.142 0.549 2.596
H -0.343 1.855 1.856
H -0.907 0.113 0.093
C -1.700 0.817 0.465
H 1.993 0.092 -2.059
H -2.558 0.159 0.610
```

Output
SMILES ... CC.CC
HOMO-LUMO gap ... 12.09 eV

Mulliken population analysis, charges in e, atoms 1 to 4: 0.2748, 0.2895, -0.9547, 0.3097

2:
C4H12 | ωB97M-V/def2-TZVPD

```
16
Properties=species:S:1:pos:R:3
H 1.115 -0.244 1.266
H 1.144 -0.845 -1.531
C -0.203 0.463 2.794
C -0.132 0.722 -2.441
H 0.520 0.417 3.612
H -0.677 1.194 -1.621
H 0.217 -1.373 -2.914
H 0.768 1.322 -2.606
H -0.696 0.740 -3.376
H 0.139 -1.523 2.001
H -0.595 -1.092 -1.392
H -0.161 1.494 2.461
C 0.201 -0.718 -2.042
H -1.174 0.307 3.275
C 0.134 -0.491 1.656
H -0.599 -0.373 0.858
```

Output
SMILES ... CC.CC
HOMO-LUMO gap ... 12.90 eV

Mulliken population analysis, charges in e, atoms 1 to 4: 0.2403, 0.2464, -1.0143, -0.7436

3:
C4H12 | ωB97M-V/def2-TZVPD

```
16
Properties=species:S:1:pos:R:3
H -2.013 0.222 1.214
H -1.107 2.946 0.227
H -1.272 1.427 -0.773
H 1.929 -1.555 -2.248
C -1.758 1.267 1.370
H 0.034 -2.323 -0.700
C 0.695 -1.496 -0.443
C 2.048 -1.638 -1.174
H 0.072 1.751 0.308
H 0.886 -1.508 0.628
C -1.011 1.858 0.186
H -1.247 1.462 2.306
H -2.748 1.733 1.469
H 2.747 -0.977 -0.658
H 0.237 -0.560 -0.745
H 2.509 -2.612 -0.968
```

Output
SMILES ... CC.CC
HOMO-LUMO gap ... 12.62 eV

Mulliken population analysis, charges in e, atoms 1 to 4: 0.2651, 0.3370, 0.2707, 0.3033

4:
C4H12 | ωB97M-V/def2-TZVPD

```
16
Properties=species:S:1:pos:R:3
C -1.470 -1.451 -1.078
H -2.431 0.096 -2.039
H -0.607 -1.459 -0.431
C -2.122 -0.107 -0.997
H -1.202 -1.721 -2.102
C 1.680 0.312 0.540
H -2.078 -2.288 -0.717
H -1.483 0.777 -0.661
H 1.944 0.809 2.640
H 1.944 -0.751 0.941
H -3.086 0.080 -0.349
C 1.831 1.328 1.575
H 2.981 1.686 1.460
H 1.067 2.196 1.429
H 0.662 0.140 0.092
H 2.372 0.352 -0.304
```

Output
SMILES ... CC.CC
HOMO-LUMO gap ... 12.08 eV

Mulliken population analysis, charges in e, atoms 1 to 4: -0.6668, 0.2219, 0.1355, -0.6299

Relative energies, unit kcal/mol: 1 12.8; 2 0.0; 3 3.4; 4 29.2

1:
C4H12 | ωB97M-V/def2-TZVPD

```
16
Properties=species:S:1:pos:R:3
H 0.001 2.526 0.860
H -0.686 -2.467 -2.693
H -1.606 1.789 2.975
H -0.002 -1.059 -0.635
H -0.253 0.749 3.309
H 0.048 2.466 3.219
H -1.156 1.198 0.742
C -0.268 1.552 1.268
H 1.504 -0.693 -1.525
H -0.072 -0.170 -2.155
H 0.535 0.861 1.035
H 0.747 -3.105 -1.871
C 0.454 -0.966 -1.616
H 0.889 -2.156 -3.371
C 0.349 -2.265 -2.429
C -0.548 1.663 2.781
```

Output
SMILES ... CC.CC
HOMO-LUMO gap ... 12.98 eV

Mulliken population analysis, charges in e, atoms 1 to 4: 0.3207, 0.2947, 0.2641, 0.2208

2:
C4H12 | ωB97M-V/def2-TZVPD

```
16
Properties=species:S:1:pos:R:3
H 1.535 0.056 -1.067
H -0.103 -0.298 -1.459
C 1.263 -2.054 -1.519
H 0.219 0.714 2.084
H -1.219 0.532 -0.019
H 0.456 -0.711 0.113
H -0.791 2.232 2.526
H -2.044 2.018 0.501
C -0.454 1.519 1.781
H -2.361 0.386 1.113
C -1.564 1.098 0.837
H 2.330 -1.912 -1.639
C 0.754 -0.703 -0.930
H 0.205 2.146 1.148
H 0.935 -2.910 -0.939
H 0.841 -2.113 -2.531
```

Output
SMILES ... CC.CC
HOMO-LUMO gap ... 12.33 eV

Mulliken population analysis, charges in e, atoms 1 to 4: 0.2939, 0.2521, -0.8917, 0.3185

3:
C4H12 | ωB97M-V/def2-TZVPD

```
16
Properties=species:S:1:pos:R:3
H 1.078 -1.721 2.823
H -0.536 -1.891 2.648
H -0.392 0.820 -0.956
H -0.086 -0.911 3.859
H 0.481 -0.557 -3.429
C 0.072 1.096 -1.972
H -1.198 0.172 -3.706
H 1.151 0.620 2.224
H 0.271 0.081 0.980
C -0.422 -0.069 -2.936
H -0.676 0.856 2.162
H 0.028 2.060 -2.320
H 1.211 0.974 -1.940
H -0.933 -0.851 -2.442
C 0.161 0.207 2.097
C 0.122 -1.177 2.826
```

Output
SMILES ... CC.CC
HOMO-LUMO gap ... 12.33 eV

Mulliken population analysis, charges in e, atoms 1 to 4: 0.2712, 0.4269, -0.0305, 0.2559

4:
C4H12 | ωB97M-V/def2-TZVPD

```
16
Properties=species:S:1:pos:R:3
H -0.556 -0.429 -2.717
H -2.013 0.355 1.438
H 0.034 1.259 2.819
H -0.175 1.081 -1.981
C -0.483 0.314 2.948
H 2.336 -0.131 -1.815
H 0.227 -0.412 3.366
H 0.010 -0.312 -1.063
H -0.497 -0.473 0.888
C 1.603 -0.108 -2.621
C -1.159 -0.265 1.724
H -1.230 0.406 3.741
C 0.175 0.054 -2.079
H 1.705 -0.956 -3.283
H -1.753 -1.172 1.843
H 1.775 0.790 -3.208
```

Output
SMILES ... CC.CC
HOMO-LUMO gap ... 12.60 eV

Mulliken population analysis, charges in e, atoms 1 to 4: 0.3047, 0.3082, 0.2846, 0.3035

Relative energies, unit kcal/mol: 1 0.0; 2 11.7; 3 29.7; 4 6.5

1:
C4H12 | ωB97M-V/def2-TZVPD

```
16
Properties=species:S:1:pos:R:3
H 0.272 1.554 2.586
C 0.564 1.278 1.574
H -0.653 -0.479 -3.024
H 1.856 -0.067 0.582
H -0.967 -2.082 -1.094
H -0.238 1.352 0.844
H 0.533 -0.212 -1.748
H 1.800 -0.278 2.420
H 1.276 2.070 1.314
H -0.741 0.885 -1.941
C 1.270 -0.096 1.497
H 0.531 -0.863 1.273
C -0.534 -0.187 -1.988
C -1.339 -1.058 -1.047
H -1.221 -0.732 -0.016
H -2.408 -1.086 -1.234
```

Output
SMILES ... CC.CC
HOMO-LUMO gap ... 12.76 eV

Mulliken population analysis, charges in e, atoms 1 to 4: 0.3033, -0.8193, 0.3352, 0.2074

2:
C4H12 | ωB97M-V/def2-TZVPD

```
16
Properties=species:S:1:pos:R:3
H 1.873 -2.149 1.704
H -1.908 1.360 -1.301
H 1.482 -2.593 -0.806
H 0.588 2.764 -0.462
H -0.770 3.437 -1.379
C -0.500 2.803 -0.514
C 0.673 -2.452 -0.101
H 0.105 -1.872 1.905
H -0.224 -1.910 -0.453
C 0.957 -1.776 1.229
H -1.466 1.064 0.370
H 0.267 -3.475 -0.074
H 1.164 -0.719 1.002
H -0.838 3.476 0.273
C -1.083 1.398 -0.602
H -0.319 0.645 -0.791
```

Output
SMILES ... CC.CC
HOMO-LUMO gap ... 12.55 eV

Mulliken population analysis, charges in e, atoms 1 to 4: 0.3129, 0.3608, 0.2896, 0.2812

3:
C4H12 | ωB97M-V/def2-TZVPD

```
16
Properties=species:S:1:pos:R:3
H 1.845 -1.349 0.877
H 1.582 -0.148 3.106
H -1.595 1.454 -1.463
H 0.794 0.588 1.763
H -0.521 0.208 -1.975
H 2.181 1.339 2.229
H 3.422 -0.875 1.537
H -3.609 0.334 -1.614
C 1.743 0.346 2.154
C -2.756 -0.283 -1.891
C -1.452 0.375 -1.435
H -2.755 -0.512 -2.935
C 2.482 -0.506 1.118
H -1.245 0.152 -0.398
H -2.906 -1.208 -1.329
H 2.789 0.084 0.257
```

Output
SMILES ... CC.CC
HOMO-LUMO gap ... 12.81 eV

Mulliken population analysis, charges in e, atoms 1 to 4: 0.2486, 0.2947, 0.2839, 0.1928

4:
C4H12 | ωB97M-V/def2-TZVPD

```
16
Properties=species:S:1:pos:R:3
H -2.090 0.999 -0.012
C 0.263 -1.451 -0.049
H 0.513 -0.693 -0.789
C -1.438 1.704 -0.532
H -0.624 -1.894 -0.503
H -0.979 1.210 -1.383
H 0.344 2.817 -0.310
H -0.055 -1.066 0.914
H 1.022 -3.400 0.423
H 0.358 1.319 0.648
H 1.987 -2.068 1.096
C 1.430 -2.406 0.224
H -2.074 2.565 -0.710
C -0.234 2.173 0.349
H -0.611 2.772 1.174
H 2.188 -2.584 -0.539
```

Output
SMILES ... CC.CC
HOMO-LUMO gap ... 12.77 eV

Mulliken population analysis, charges in e, atoms 1 to 4: 0.2538, -0.7602, 0.1937, -0.8558

Relative energies, unit kcal/mol: 1 0.0; 2 6.1; 3 2.3; 4 3.5